Entry P
{"formula": "C4H6N4", "method": "ωB97M-V/def2-TZVPD", "orbital_gap_ev": 9.23, "elements": ["C", "C", "C", "C", "H", "H", "H", "H", "H", "H", "N", "N", "N", "N"], "positions_angstrom": [[0.744, -1.794, -0.842], [-0.373, -1.105, -0.102], [-1.515, -0.276, -0.632], [0.577, 1.348, 0.954], [0.745, -2.086, -1.885], [1.169, -2.641, -0.296], [-0.200, -1.265, 0.943], [-2.162, -0.688, -1.396], [1.189, 2.142, 1.450], [2.426, 0.321, 0.609], [-1.621, 0.905, -0.192], [-0.696, 1.529, 0.739], [1.396, 0.152, 0.653], [0.955, -0.418, -0.585]]}



Entry Q
{"formula": "C4H6N4", "method": "ωB97M-V/def2-TZVPD", "orbital_gap_ev": [8.54, 8.53], "elements": ["C", "C", "N", "N", "C", "N", "C", "N", "H", "H", "H", "H", "H", "H"], "positions_angstrom": [[-0.551, 1.008, 0.147], [0.668, -0.878, -0.134], [-1.474, 1.962, -0.193], [1.921, -1.361, -0.367], [0.167, 0.253, -0.803], [-0.329, 0.549, 1.365], [-0.235, -1.846, 0.432], [-0.867, -2.651, 0.955], [-1.565, 2.241, -1.154], [-1.857, 2.552, 0.528], [2.555, -0.792, -0.902], [2.155, -2.309, -0.122], [-1.125, 0.655, 1.996], [0.538, 0.618, -1.748]]}



Entry R
{"formula": "C4H6N4", "method": "ωB97M-V/def2-TZVPD", "orbital_gap_ev": 9.30, "elements": ["C", "C", "C", "C", "H", "H", "H", "H", "H", "H", "N", "N", "N", "N"], "positions_angstrom": [[-1.516, -0.221, 0.206], [-0.165, -0.851, 0.108], [0.832, 0.044, -0.173], [2.297, -0.331, 0.032], [-2.321, -1.043, -1.376], [-3.338, 0.200, -0.673], [-0.789, 1.489, 0.952], [0.280, -1.819, 0.898], [-0.423, 1.630, -0.235], [1.304, 1.791, -0.624], [-2.751, -0.817, -0.383], [-1.728, 0.812, 0.840], [0.513, 1.291, -0.579], [3.480, -0.443, 0.124]]}



Stability, lowest: entry P



Entry P
{"formula": "C4H6N4", "method": "ωB97M-V/def2-TZVPD", "orbital_gap_ev": 9.41, "elements": ["C", "C", "C", "C", "H", "H", "H", "H", "H", "H", "N", "N", "N", "N"], "positions_angstrom": [[1.196, -1.001, -0.351], [-0.133, -0.366, -0.128], [-0.554, 0.978, -0.314], [-1.853, 0.975, -0.133], [1.449, 0.946, 0.977], [3.177, 1.300, 0.556], [1.119, -2.076, -0.576], [0.044, 1.808, -0.641], [-2.515, 1.749, -0.423], [-3.168, -0.546, 0.693], [2.197, 0.900, 0.329], [2.313, -0.442, -0.089], [-2.213, -0.303, 0.174], [-1.160, -1.111, 0.296]]}



Entry Q
{"formula": "C4H6N4", "method": "ωB97M-V/def2-TZVPD", "orbital_gap_ev": 8.79, "elements": ["C", "C", "C", "C", "H", "H", "H", "H", "H", "H", "N", "N", "N", "N"], "positions_angstrom": [[-0.374, -0.278, 1.348], [1.039, -0.077, 1.145], [-0.160, -0.125, -1.524], [-0.968, 0.821, -0.959], [-0.723, -0.423, 2.275], [-0.797, -1.061, 0.792], [1.785, 0.833, 1.843], [1.325, -1.534, -1.619], [-0.498, -0.782, -2.307], [-1.628, 1.269, -1.642], [1.637, -0.561, 0.151], [0.717, -1.071, -0.808], [-0.729, 1.813, 0.158], [-0.628, 1.174, 1.146]]}



Stability, lowest: entry Q



Entry P
{"formula": "C4H6N4", "method": "ωB97M-V/def2-TZVPD", "orbital_gap_ev": 9.36, "elements": ["C", "C", "C", "C", "H", "H", "H", "H", "H", "H", "N", "N", "N", "N"], "positions_angstrom": [[-0.284, -1.244, -2.671], [0.195, 0.588, 0.275], [0.098, -0.333, 1.376], [0.175, 1.859, 1.918], [-1.293, -1.213, -3.074], [0.451, -0.672, -3.278], [0.042, -2.313, -2.731], [0.032, -1.401, 1.507], [0.140, 0.232, 3.367], [0.146, 2.691, 2.609], [-0.228, -0.873, -1.251], [0.243, 0.237, -1.085], [0.081, 0.568, 2.407], [0.201, 1.874, 0.632]]}



Entry Q
{"formula": "C4H6N4", "method": "ωB97M-V/def2-TZVPD", "orbital_gap_ev": 10.24, "elements": ["C", "C", "C", "C", "H", "H", "H", "H", "H", "H", "N", "N", "N", "N"], "positions_angstrom": [[2.486, -0.123, 0.660], [1.283, -0.576, -0.298], [-0.253, -0.438, 0.057], [-2.081, 0.809, 0.010], [2.658, 0.567, 1.540], [3.330, -0.939, 0.489], [2.649, 0.429, -1.482], [1.639, -1.319, -0.949], [-2.668, 1.759, 0.243], [-0.066, 1.713, 0.226], [2.087, 0.693, -0.471], [-1.236, -1.297, 0.078], [-2.415, -0.408, -0.062], [-0.743, 0.977, 0.077]]}



Stability, lowest: entry Q



Entry P
{"formula": "C3H5IS", "method": "ωB97M-V/def2-TZVPD", "orbital_gap_ev": [8.08, 8.08], "elements": ["C", "C", "C", "S", "I", "H", "H", "H", "H", "H"], "positions_angstrom": [[-0.601, 0.830, -0.567], [-1.606, 0.152, -0.095], [1.262, -0.553, -0.292], [1.401, -0.717, 1.522], [-3.604, 0.779, -0.291], [-0.433, 1.853, -0.957], [-1.584, -0.736, 0.357], [0.608, -1.393, -0.511], [2.247, -0.347, -0.684], [2.310, 0.132, 1.517]]}



Entry Q
{"formula": "C3H5IS", "method": "ωB97M-V/def2-TZVPD", "orbital_gap_ev": 8.36, "elements": ["C", "C", "C", "S", "I", "H", "H", "H", "H", "H"], "positions_angstrom": [[-0.082, 1.295, 0.459], [0.624, -0.957, -0.040], [-0.319, 0.076, -0.345], [0.604, 2.660, 0.016], [-2.332, -0.663, 0.093], [-0.632, 1.126, 1.318], [0.411, -1.467, 0.937], [1.646, -0.588, 0.020], [0.479, -1.717, -0.851], [-0.399, 0.234, -1.608]]}



Stability, lowest: entry P



Entry P
{"formula": "C2H2Cl2F2", "method": "ωB97M-V/def2-TZVPD", "orbital_gap_ev": 11.99, "elements": ["C", "C", "H", "H", "F", "F", "Cl", "Cl"], "positions_angstrom": [[-0.396, -0.440, 0.468], [0.568, 0.376, -0.398], [0.221, -1.016, 1.092], [0.880, -0.233, -1.229], [-1.261, 0.223, 1.272], [1.529, 0.879, 0.291], [-1.132, -1.555, -0.680], [-0.409, 1.767, -0.814]]}



Entry Q
{"formula": "C2H2Cl2F2", "method": "ωB97M-V/def2-TZVPD", "orbital_gap_ev": [8.43, 8.97], "elements": ["C", "C", "F", "F", "Cl", "Cl", "H", "H"], "positions_angstrom": [[1.112, 0.858, 0.436], [-0.004, -1.106, -0.648], [0.261, 1.688, -0.106], [-0.952, -1.640, 0.248], [2.635, 0.777, -0.437], [1.298, -2.148, -0.947], [1.255, 0.493, 1.463], [-0.545, -0.800, -1.462]]}



Stability, lowest: entry Q



Entry P
{"formula": "C25H18F3NO5PRhS2", "method": "ωB97M-V/def2-TZVPD", "orbital_gap_ev": 8.20, "elements": ["Rh", "O", "S", "O", "O", "C", "C", "C", "C", "C", "C", "P", "C", "C", "C", "C", "C", "C", "C", "C", "C", "C", "C", "C", "H", "H", "H", "H", "H", "H", "H", "H", "H", "H", "H", "H", "H", "H", "F", "C", "F", "F", "C", "C", "C", "C", "N", "C", "S", "H", "H", "H", "O", "C", "O", "H"], "positions_angstrom": [[0.217, 0.067, -0.320], [-2.770, -2.495, -1.137], [-2.114, -1.311, -0.694], [-1.201, -0.684, -1.709], [-1.316, -1.379, 0.546], [-3.371, -0.111, -0.315], [-4.694, -0.521, -0.311], [-5.684, 0.368, 0.081], [-5.349, 1.657, 0.468], [-4.024, 2.066, 0.448], [-3.020, 1.186, 0.062], [-1.307, 1.775, -0.130], [-1.502, 2.909, -1.532], [-1.441, 2.388, -2.823], [-1.683, 3.210, -3.911], [-1.978, 4.553, -3.720], [-2.041, 5.073, -2.436], [-1.810, 4.252, -1.342], [-0.927, 2.781, 1.321], [-0.009, 3.825, 1.212], [0.442, 4.472, 2.351], [-0.015, 4.078, 3.603], [-0.924, 3.036, 3.715], [-1.379, 2.384, 2.577], [-4.930, -1.533, -0.609], [-6.718, 0.051, 0.086], [-6.120, 2.350, 0.776], [-3.771, 3.080, 0.733], [-1.220, 1.339, -2.974], [-1.636, 2.799, -4.911], [-2.158, 5.194, -4.573], [-2.268, 6.120, -2.282], [-1.856, 4.670, -0.343], [0.359, 4.125, 0.236], [1.153, 5.282, 2.261], [0.339, 4.585, 4.491], [-1.277, 2.724, 4.689], [-2.073, 1.558, 2.670], [5.325, 3.691, 0.022], [4.331, 3.017, -0.579], [3.592, 3.918, -1.249], [4.891, 2.212, -1.490], [3.505, 2.258, 0.415], [3.871, 2.160, 1.744], [3.086, 1.442, 2.640], [1.942, 0.827, 2.180], [1.582, 0.948, 0.902], [2.334, 1.612, 0.011], [1.568, 1.471, -1.535], [4.776, 2.646, 2.084], [3.363, 1.357, 3.680], [1.298, 0.230, 2.806], [1.481, -2.002, 1.546], [1.906, -2.133, 0.407], [1.636, -1.394, -0.617], [2.626, -2.934, 0.167]]}



Entry Q
{"formula": "C25H18F3NO5PRhS2", "method": "ωB97M-V/def2-TZVPD", "orbital_gap_ev": 8.11, "elements": ["Rh", "O", "S", "O", "O", "C", "C", "C", "C", "C", "C", "P", "C", "C", "C", "C", "C", "C", "C", "C", "C", "C", "C", "C", "H", "H", "H", "H", "H", "H", "H", "H", "H", "H", "H", "H", "H", "H", "F", "C", "F", "F", "C", "C", "C", "C", "N", "C", "S", "H", "H", "H", "O", "C", "O", "H"], "positions_angstrom": [[0.147, 1.891, -0.625], [1.118, 2.023, -4.549], [0.916, 1.477, -3.249], [-0.448, 1.731, -2.671], [1.864, 1.852, -2.184], [1.101, -0.287, -3.367], [1.604, -0.825, -4.539], [1.862, -2.186, -4.610], [1.618, -2.998, -3.512], [1.103, -2.454, -2.344], [0.841, -1.092, -2.258], [0.016, -0.406, -0.784], [-1.624, -1.171, -0.967], [-2.593, -0.496, -1.706], [-3.815, -1.097, -1.961], [-4.079, -2.374, -1.484], [-3.112, -3.055, -0.762], [-1.884, -2.460, -0.509], [0.821, -1.166, 0.645], [0.127, -1.321, 1.845], [0.800, -1.712, 2.992], [2.169, -1.942, 2.951], [2.867, -1.770, 1.764], [2.199, -1.375, 0.615], [1.794, -0.169, -5.378], [2.257, -2.612, -5.522], [1.821, -4.059, -3.564], [0.900, -3.097, -1.496], [-2.389, 0.496, -2.087], [-4.563, -0.563, -2.532], [-5.037, -2.838, -1.679], [-3.308, -4.054, -0.394], [-1.135, -3.009, 0.047], [-0.936, -1.116, 1.887], [0.255, -1.832, 3.919], [2.693, -2.248, 3.848], [3.936, -1.937, 1.733], [2.750, -1.222, -0.305], [-2.558, 2.719, 4.933], [-2.489, 2.559, 3.600], [-3.304, 1.537, 3.278], [-2.998, 3.663, 3.038], [-1.080, 2.299, 3.156], [-0.006, 2.403, 4.021], [1.293, 2.225, 3.553], [1.496, 1.962, 2.215], [0.456, 1.797, 1.396], [-0.801, 1.959, 1.834], [-1.868, 1.851, 0.474], [-0.180, 2.651, 5.060], [2.141, 2.328, 4.214], [2.477, 1.880, 1.771], [2.230, 3.778, 0.350], [1.221, 4.414, 0.081], [0.104, 3.935, -0.350], [1.208, 5.515, 0.169]]}



Stability, lowest: entry Q